(1)
28
Properties=species:S:1:pos:R:3:mulliken_charge:R:1 method="wB97M-V/def2-TZVPD" multiplicity=1 e_lumo_ev=2.41 e_above_lowest_kj_mol=167.1 charge=-1
H 4.804 -3.747 2.071 0.330
Cl -9.457 2.078 -2.427 -0.174
Cl -2.172 0.794 0.809 -0.999
H 6.150 -4.290 6.050 0.332
H 0.080 4.493 -3.561 0.293
Cl 2.663 1.954 -2.937 -0.195
H 0.860 3.857 -2.113 0.373
H 3.160 -2.141 2.839 0.377
N 3.634 -2.296 4.886 -0.482
C 4.576 -2.790 5.738 -0.243
C 4.804 -3.433 3.104 -0.287
Cl 2.291 5.415 -3.346 -0.195
H -7.251 2.322 -3.376 0.300
C -7.381 0.296 -2.621 -0.522
H -7.914 -0.327 -1.903 0.311
H -6.342 0.019 -2.444 0.350
H 6.216 -4.956 3.717 0.348
H -7.274 2.171 -1.590 0.292
C 5.628 -4.092 3.992 -0.276
H 4.466 -2.631 6.801 0.329
C 5.507 -3.754 5.367 -0.225
C 3.869 -2.545 3.547 -0.202
C -7.728 1.837 -2.524 -0.358
C 1.028 4.145 -3.150 -0.465
H 0.511 2.178 -3.830 0.295
Cl -7.829 -0.345 -4.232 -0.200
H 1.717 2.968 -4.950 0.341
C 1.387 2.820 -3.922 -0.449

(2)
34
Properties=species:S:1:pos:R:3:mulliken_charge:R:1 method="wB97M-V/def2-TZVPD" multiplicity=1 e_lumo_ev=-5.06 charge=+1
C -1.839 -0.535 -1.164 -0.634
C -0.322 1.537 -0.349 -0.657
F 2.222 2.670 0.331 -0.327
H -2.471 1.586 -0.990 0.313
F 5.402 -0.810 -0.577 -0.302
H -2.538 -0.778 -2.041 0.459
C -1.511 1.023 -1.272 -0.875
F 3.288 -1.233 -1.401 -0.273
H -0.924 -1.206 -1.322 0.323
N -2.542 -0.177 1.402 0.021
F 4.492 1.262 1.223 -0.243
F 4.256 -2.720 0.070 -0.272
C -2.610 -0.991 0.164 -0.153
H -3.998 -2.664 0.420 0.356
H -4.359 -1.821 -1.196 0.425
F 2.482 -1.499 0.873 -0.293
H -0.563 1.529 0.759 0.300
H -1.730 0.104 1.975 0.361
H -1.333 1.254 -2.382 0.379
C 1.082 0.798 -0.624 -0.697
F 1.678 1.072 1.805 -0.325
F 4.095 1.298 -0.972 -0.241
S -5.105 -0.415 0.764 -0.017
H -0.145 2.633 -0.626 0.353
S 3.904 -1.105 0.130 1.173
C -4.053 -1.671 -0.117 -0.557
H 0.958 -0.323 -0.710 0.367
H 1.465 1.236 -1.612 0.346
C -3.754 0.175 1.859 -0.057
H -4.007 0.767 2.796 0.369
C 3.630 0.734 0.240 0.669
F 4.708 -1.055 1.604 -0.299
H -2.008 -1.923 0.468 0.237
C 2.152 1.247 0.472 0.774

(3)
27
Properties=species:S:1:pos:R:3:mulliken_charge:R:1 method="wB97M-V/def2-TZVPD" multiplicity=1 e_lumo_ev=-3.89 e_above_lowest_kj_mol=164.4 charge=+1
H -2.203 -3.608 -0.625 0.368
H -2.758 -0.622 -1.354 0.313
H 1.985 3.373 -0.378 0.411
S -3.558 1.506 0.306 -0.238
C 0.571 -0.839 0.650 -0.563
C -2.496 -1.810 0.284 -0.462
H 3.905 -1.015 -0.083 0.441
C -2.207 0.587 0.199 0.073
H 1.146 2.970 1.112 0.465
H -3.352 -2.709 -1.476 0.348
F 1.979 -2.722 0.441 -0.316
H 0.239 3.221 -0.399 0.423
C 1.150 2.814 0.034 -1.846
C 1.331 1.331 -0.298 0.679
H 3.469 1.345 -0.580 0.450
H -0.164 -1.493 1.098 0.786
N -2.420 -0.712 -0.384 0.036
C 1.880 -1.376 0.378 0.399
C 0.288 0.433 0.342 -0.097
H 2.977 1.243 1.104 0.298
C 2.922 -0.603 0.082 -0.700
N -2.988 -2.949 -0.532 -0.178
C 2.748 0.883 0.094 -0.888
N -0.980 1.002 0.528 -0.068
H -0.966 1.973 0.833 0.344
H 1.218 1.212 -1.387 0.111
H -3.715 -3.435 0.012 0.413

(4)
24
Properties=species:S:1:pos:R:3:mulliken_charge:R:1 method="wB97M-V/def2-TZVPD" multiplicity=1 e_lumo_ev=0.80 e_above_lowest_kj_mol=92.0 charge=0 smiles=C[Si](C)(C)c1ccc(F)cc1
C -1.498 0.253 0.846 -0.065
H 0.586 -3.128 -0.959 0.358
H -1.688 -0.717 1.330 0.211
C -0.296 0.459 0.232 0.270
H 2.495 -1.324 -1.870 0.318
H 0.789 1.921 -0.896 0.326
H -0.725 -2.154 -1.503 0.337
C -2.345 2.401 0.235 0.476
H 2.929 0.133 -1.053 0.370
C -2.538 1.202 0.875 -0.716
C 2.134 -0.385 -1.512 -1.186
F -3.360 3.352 0.220 -0.318
H 2.062 -0.291 1.838 0.318
H -1.027 3.588 -0.848 0.403
Si 0.873 -0.900 -0.145 0.141
C 1.684 -1.272 1.515 -1.073
H -3.379 1.057 1.524 0.386
C -0.125 -2.385 -0.638 -1.066
H 2.580 -1.921 1.424 0.334
H 1.788 0.206 -2.356 0.378
H 1.012 -1.669 2.258 0.352
H -0.694 -2.754 0.200 0.314
C -0.117 1.693 -0.340 -0.201
C -1.139 2.634 -0.380 -0.667

Number 1: F_max 2.9 eV/A, DFT total energy -73647.6470 eV. Number 2: F_max 5.2 eV/A, DFT total energy -57150.5089 eV. Number 3: F_max 1.7 eV/A, DFT total energy -27557.2913 eV. Number 4: F_max 2.2 eV/A, DFT total energy -20139.5599 eV.